67
Properties=species:S:1:pos:R:3 method="wB97M-V/def2-TZVPD" orbital_gap_ha=0.21331 charge=-3 total_energy_ha=-10111.89382
Na -5.7825 10.3932 12.5318
Na -7.6105 5.0655 10.7518
Na -5.9043 7.1006 12.1827
Na -12.1334 10.2721 9.9796
N -6.4225 4.9243 12.9380
S -7.4233 4.7934 14.2974
O -6.8591 4.5469 15.6525
O -8.7205 4.2458 14.0520
F -7.6525 6.3261 14.4443
S -5.3876 3.9113 13.3803
O -5.8071 2.5835 13.5068
O -4.4830 4.4925 14.3163
F -4.5770 3.8160 11.9940
N -10.0213 10.7326 19.2460
S -9.4797 10.7036 17.6257
O -8.1996 10.0620 17.3314
O -9.8626 11.8156 16.7419
F -10.6043 9.5155 17.2681
S -9.1774 12.0272 19.3718
O -9.7481 13.2629 18.9929
O -7.6948 11.9363 19.2409
F -9.2826 12.1250 20.9843
N -5.5639 12.4947 13.4893
S -5.6858 12.8790 14.9168
O -6.4642 12.0652 15.8201
O -5.5041 14.2587 15.3146
F -4.1600 12.2833 15.3160
S -6.9221 13.5294 13.1006
O -6.4574 14.8064 12.4693
O -8.1833 13.5283 13.8197
F -7.3737 12.7212 11.7838
N -14.3921 7.1648 11.6202
S -15.1163 7.7451 10.4172
O -15.8524 6.8366 9.5072
O -14.6018 9.0050 9.9730
F -16.3971 8.2451 11.2265
S -13.0315 6.6563 10.7014
O -12.1557 7.7220 10.2293
O -13.2328 5.5310 9.8055
F -12.1784 6.0155 11.8781
N -12.5152 9.9101 7.5763
S -13.2665 8.9800 6.7163
O -13.6697 7.7048 7.2255
O -13.1996 9.1589 5.2720
F -14.6280 9.8380 7.0308
S -11.0155 9.2870 7.0005
O -10.3655 10.0514 5.9126
O -10.7437 7.8476 6.9621
F -10.1781 9.7405 8.2970
N -7.7477 9.0865 12.5545
S -8.7757 9.4357 13.6898
O -9.5140 8.3441 14.2779
O -9.4673 10.7475 13.7027
F -7.7381 9.8130 14.8177
S -8.9994 8.6503 11.4882
O -10.1914 9.5193 11.3605
O -9.2791 7.2474 11.3422
F -8.1161 8.9501 10.2235
N -6.0981 6.4497 9.7398
S -4.5250 6.3711 9.1306
O -3.8020 7.5455 8.6683
O -4.1455 5.0250 8.8425
F -3.9257 6.3379 10.6876
S -6.6685 6.5528 8.3521
O -6.6922 5.2587 7.6120
O -6.7981 7.8471 7.7256
F -8.1944 6.5267 8.9214


16
Properties=species:S:1:pos:R:3 method="wB97M-V/def2-TZVPD" orbital_gap_ha=0.33545 smiles=O[C@@H]1CO[C@H]2C[C@@]12O total_energy_ha=-420.87630 relative_energy_kcal_mol=112.8
O -1.5037 0.9767 1.1797
C -0.8302 -0.1793 0.7419
C 0.4947 -0.4751 1.4640
O 1.6631 -0.1300 0.6443
C 1.2687 0.0578 -0.5990
C 0.4232 -1.1525 -1.0802
C -0.1961 0.0765 -0.6848
O -1.0213 0.6529 -1.6768
H -1.9629 1.6553 0.3487
H -1.5957 -1.0305 0.8592
H 0.5415 0.0034 2.5063
H 0.8162 -1.4470 1.7372
H 1.7630 0.7893 -1.1671
H 0.6922 -2.0436 -0.6179
H 0.7937 -1.4650 -2.1477
H -1.1143 1.5774 -1.7481


44
Properties=species:S:1:pos:R:3 method="wB97M-V/def2-TZVPD" spin_multiplicity=6 orbital_gap_ha="0.25313 / 0.21161" charge=+1 total_energy_ha=-5329.53568 relative_energy_kcal_mol=11.4
Ir -0.0350 0.1206 -1.2033
O -0.5769 -1.3496 -2.7403
C -1.6138 -2.1180 -2.8479
C -2.0532 -2.4958 -4.1370
C -3.0934 -3.3611 -4.2725
C -3.7927 -3.9049 -3.1378
C -3.4176 -3.5549 -1.8986
C -2.3166 -2.6523 -1.6954
C -1.9371 -2.3903 -0.4014
N -0.9413 -1.5608 -0.0393
N -0.7021 -1.5751 1.2472
C 0.3281 -0.7034 1.5475
O 0.9467 -0.0091 0.6883
C 0.6887 -0.5625 2.9550
C 1.5438 0.4787 3.3235
C 1.8275 0.6984 4.6575
C 1.2674 -0.1288 5.6277
C 0.4338 -1.1805 5.2653
C 0.1407 -1.4015 3.9301
H -1.5268 -2.0833 -4.9925
H -3.4097 -3.6497 -5.2715
H -4.6175 -4.5905 -3.2863
H -3.9378 -3.9503 -1.0315
H -2.4543 -2.8988 0.4079
H 1.9689 1.1101 2.5538
H 2.4759 1.5172 4.9487
H 1.4850 0.0485 6.6750
H 0.0036 -1.8225 6.0278
H -0.5066 -2.2158 3.6327
Cl -1.0845 1.5108 -4.3778
Ge 0.7340 0.6147 -3.6684
Cl 2.1946 2.2615 -3.6009
Cl 1.4678 -0.6336 -5.2248
S -0.8728 2.2811 -0.4863
C 0.5608 3.1280 -0.0952
N 1.7407 2.9807 -0.6281
C 2.8373 3.8266 -0.1139
C 2.1804 4.9335 0.7145
S 0.5047 4.3429 1.1199
H 1.8537 2.5045 -1.5104
H 3.3938 4.2345 -0.9516
H 3.5125 3.2240 0.4828
H 2.0876 5.8621 0.1672
H 2.7118 5.1145 1.6405